This record from the OMol25 dataset describes a cluster of 7 separate species, C23H45NO27S7 in total at a distorted geometry. The level of theory is wB97M-V/def2-TZVPD.

The largest force on an atom comes out at 4.2 eV/A. The value obtained for the total energy is -5776.656267 Eh. Its SMILES is COCCC[C@@H]1[C@@H](N)OC(=O)[C@@H]1CCCS.O=S1(=O)OCCO1.O=S1(=O)OCCO1.O=S1(=O)OCCO1.O=S1(=O)OCCO1.O=S1(=O)OCCO1.O=S1(=O)OCCO1. The energy above the lowest of the compared OMol25 structures with the same formula, charge and spin is 252.02 kJ/mol.

Geometry as XYZ:
```
103
Properties=species:S:1:pos:R:3:mulliken_charge:R:1
C 0.478 -1.348 -0.584 -0.61
O 1.491 -2.360 -0.598 -0.28
C 1.114 -3.460 -1.405 -0.83
C 0.220 -4.505 -0.653 -0.38
C -1.118 -4.859 -1.438 -1.01
C -2.320 -4.400 -0.573 -0.08
C -2.745 -5.521 0.502 -0.11
N -2.745 -4.828 1.788 -0.51
O -3.998 -6.104 0.077 -0.45
C -4.143 -5.705 -1.275 -0.10
O -4.476 -6.370 -2.161 -0.51
C -3.735 -4.221 -1.221 0.24
C -3.915 -3.315 -2.458 -0.63
C -3.748 -1.830 -1.955 -0.17
C -5.069 -1.309 -1.274 -0.57
S -4.621 -0.191 0.137 -0.23
H -0.116 -1.341 -1.521 0.28
H 0.977 -0.356 -0.520 0.16
H -0.159 -1.443 0.319 0.25
H 2.031 -3.994 -1.731 0.30
H 0.605 -3.142 -2.343 0.37
H -0.103 -4.056 0.310 0.33
H 0.753 -5.445 -0.412 0.42
H -1.116 -4.402 -2.444 0.46
H -1.140 -5.965 -1.502 0.36
H -2.184 -3.473 0.007 0.58
H -2.061 -6.399 0.440 0.37
H -3.614 -4.943 2.302 0.22
H -1.932 -5.048 2.351 0.23
H -4.336 -3.853 -0.357 0.20
H -3.078 -3.511 -3.159 0.32
H -4.903 -3.424 -2.943 0.32
H -2.920 -1.753 -1.223 -0.15
H -3.532 -1.179 -2.822 0.46
H -5.632 -0.701 -1.995 0.50
H -5.679 -2.155 -0.902 0.15
H -3.901 -1.040 0.926 0.10
C 4.234 -2.205 1.769 -0.26
C 4.432 -1.006 0.866 -0.18
O 4.899 0.031 1.730 -0.14
S 5.777 -0.614 2.905 1.03
O 7.151 -0.506 2.560 -0.59
O 5.265 -0.153 4.153 -0.50
O 5.322 -2.149 2.699 -0.37
H 3.299 -2.127 2.329 0.28
H 4.249 -3.143 1.219 0.33
H 3.514 -0.704 0.367 0.14
H 5.205 -1.199 0.117 0.23
C 3.138 5.025 2.424 -0.45
C 4.598 5.178 2.049 -0.34
O 5.040 3.850 1.760 -0.33
S 3.818 3.006 1.128 1.19
O 3.942 3.014 -0.284 -0.50
O 3.670 1.802 1.867 -0.50
O 2.632 4.021 1.545 -0.24
H 3.028 4.668 3.451 0.29
H 2.580 5.953 2.302 0.31
H 5.191 5.612 2.851 0.34
H 4.715 5.779 1.144 0.29
C -0.621 5.206 -1.150 -0.40
C -0.510 5.048 -2.653 -0.33
O 0.847 4.650 -2.885 -0.21
S 1.352 3.767 -1.633 1.14
O 1.223 2.393 -1.971 -0.55
O 2.564 4.316 -1.144 -0.52
O 0.164 4.146 -0.607 -0.32
H -0.193 6.155 -0.816 0.30
H -1.650 5.132 -0.803 0.31
H -0.733 5.969 -3.186 0.36
H -1.163 4.253 -3.012 0.30
C -9.516 -0.092 0.977 -0.33
C -9.598 -1.145 -0.109 -0.22
O -9.566 -0.408 -1.334 -0.31
S -8.660 0.910 -1.136 1.03
O -7.356 0.638 -1.626 -0.46
O -9.411 2.037 -1.554 -0.56
O -8.605 0.888 0.473 -0.28
H -10.483 0.390 1.137 0.28
H -9.153 -0.497 1.920 0.32
H -10.506 -1.741 -0.044 0.31
H -8.728 -1.806 -0.087 0.18
C -0.329 4.803 -7.829 -0.33
C 1.184 4.894 -7.843 -0.35
O 1.587 4.478 -6.536 -0.31
S 0.552 3.373 -5.984 0.96
O 1.095 2.086 -6.220 -0.57
O 0.101 3.788 -4.701 -0.37
O -0.623 3.632 -7.064 -0.33
H -0.772 5.663 -7.321 0.26
H -0.748 4.719 -8.829 0.31
H 1.539 5.900 -8.052 0.32
H 1.616 4.199 -8.568 0.29
C 6.733 -1.312 8.029 -0.30
C 6.921 -0.116 7.120 -0.22
O 7.384 0.930 7.983 -0.31
S 8.268 0.288 9.166 1.10
O 9.639 0.399 8.818 -0.54
O 7.759 0.751 10.407 -0.53
O 7.820 -1.246 8.959 -0.32
H 5.799 -1.240 8.591 0.32
H 6.755 -2.253 7.484 0.28
H 6.000 0.176 6.621 0.26
H 7.694 -0.306 6.372 0.26
```